{"formula": "C40H52Li2O20S", "method": "ωB97M-V with the def2-TZVPD basis set", "total_charge": 0, "relative_energy_kcal_mol": 160.7, "species": ["Li", "Li", "S", "O", "O", "O", "O", "C", "O", "H", "H", "H", "H", "C", "O", "H", "H", "H", "H", "C", "O", "H", "H", "H", "H", "C", "O", "H", "H", "H", "H", "C", "C", "C", "C", "C", "C", "O", "O", "H", "H", "H", "H", "H", "H", "C", "C", "C", "C", "C", "C", "O", "O", "H", "H", "H", "H", "H", "H", "C", "C", "C", "C", "C", "C", "O", "O", "H", "H", "H", "H", "H", "H", "C", "C", "C", "C", "C", "C", "O", "O", "H", "H", "H", "H", "H", "H", "C", "C", "C", "C", "C", "C", "O", "O", "H", "H", "H", "H", "H", "H", "C", "C", "C", "C", "C", "C", "O", "O", "H", "H", "H", "H", "H", "H"], "xyz": [[3.7629, -0.8763, -0.4978], [-0.2794, 2.7962, 1.0761], [0.8276, -0.2315, 0.3620], [0.3214, 1.1066, 0.4997], [0.1445, -0.7753, -0.8171], [2.2926, -0.1532, 0.0451], [0.7553, -0.9635, 1.6354], [3.9487, -1.8538, -3.2279], [2.9458, -1.7503, -2.2337], [4.7430, -2.6446, -2.7546], [4.6335, -1.1538, -3.2211], [3.5796, -2.1241, -4.1875], [2.1383, -2.3294, -2.2701], [1.6417, 5.4879, 0.6075], [1.1198, 4.3276, 1.0893], [1.3621, 5.3191, -0.2760], [2.7921, 5.8642, 0.4476], [1.0413, 6.3079, 0.8968], [1.7037, 3.7218, 0.5436], [-2.4959, 3.4097, -1.1989], [-1.0920, 3.0877, -1.1010], [-3.0574, 2.8266, -1.8713], [-2.4851, 4.3323, -1.5930], [-3.1916, 3.3314, -0.3569], [-1.0933, 2.1673, -1.4101], [-1.6911, 1.5321, 2.8088], [-1.7376, 2.9398, 2.6831], [-1.8259, 1.1475, 1.8606], [-2.5412, 1.1695, 3.5485], [-0.8001, 1.3091, 3.2285], [-2.3241, 3.4126, 2.9240], [-0.5289, 0.4205, -4.0801], [-0.7643, 1.2104, -5.1682], [-0.6851, 0.6773, -6.4417], [-0.4134, -0.7032, -6.6349], [-0.2431, -1.4198, -5.4823], [-0.1794, -0.8878, -4.1765], [0.1358, -1.6753, -3.1777], [-0.7489, 1.5883, -7.5829], [-0.6156, 0.8645, -3.2922], [-1.0407, 2.3129, -5.1639], [-0.6777, -1.2690, -7.3526], [-0.1651, -2.3832, -5.5323], [-0.2382, -1.1045, -2.2410], [-1.2706, 1.0903, -8.2535], [-3.7592, -2.5245, 3.0244], [-2.3887, -2.3248, 2.7290], [-1.5502, -1.8932, 3.8916], [-2.1717, -1.6129, 5.0348], [-3.5242, -1.8463, 5.2021], [-4.4678, -2.3242, 4.1755], [-5.7285, -2.5119, 4.3811], [-0.2642, -1.7411, 3.8553], [-4.2896, -3.0473, 2.1110], [-1.9421, -2.8047, 1.8849], [-1.6311, -1.3568, 5.9356], [-3.9500, -1.8535, 6.2199], [-5.9764, -2.6433, 3.5524], [0.0731, -1.5226, 2.9795], [-0.0380, -4.3101, 0.1978], [-0.9486, -5.3458, -0.1435], [-0.9617, -6.5987, 0.4751], [0.0521, -6.8488, 1.4248], [0.8504, -5.8142, 1.9580], [0.7566, -4.6131, 1.3747], [1.4444, -3.5660, 1.9471], [-1.8437, -7.5036, 0.0029], [-0.0922, -3.3703, -0.2776], [-1.5662, -5.2654, -0.9877], [0.3193, -7.9686, 1.9423], [1.5156, -6.0760, 2.7024], [1.2187, -2.6473, 1.6930], [-1.7453, -8.2077, 0.4405], [2.2729, 1.6392, 3.6798], [2.6778, 2.9754, 3.7126], [4.0569, 3.3808, 3.1970], [4.9021, 2.4939, 2.7962], [4.5991, 1.1281, 2.8126], [3.2544, 0.8032, 3.2241], [3.0030, -0.5864, 3.0605], [4.2884, 4.7654, 3.3712], [1.4492, 1.4224, 3.9829], [1.8552, 3.6337, 4.1783], [5.8933, 2.7594, 2.2721], [5.3151, 0.4136, 2.4923], [2.2152, -0.4348, 2.4624], [3.6442, 5.3072, 3.8418], [2.8562, 2.4710, -3.6278], [2.8549, 1.8957, -2.2820], [3.3487, 2.7040, -1.2237], [3.9681, 3.8718, -1.4456], [3.8701, 4.5298, -2.7567], [3.3336, 3.8139, -3.7834], [3.5392, 4.2675, -5.0183], [3.1858, 2.2692, -0.0227], [2.3720, 1.8204, -4.3354], [2.5368, 0.8583, -2.3143], [4.3209, 4.5182, -0.5653], [4.2565, 5.4470, -2.7981], [3.2116, 3.4623, -5.5458], [3.0333, 1.2199, 0.0207], [-4.3572, -2.3981, -0.5247], [-5.5155, -1.9664, 0.0271], [-5.6046, -0.6278, 0.5394], [-4.6045, 0.2166, 0.3895], [-3.3860, -0.2647, -0.1574], [-3.2101, -1.5179, -0.6848], [-2.0436, -2.0178, -1.1168], [-6.7392, -0.2487, 1.0569], [-4.4282, -3.4274, -0.9172], [-6.2202, -2.6201, 0.0979], [-4.4961, 1.1769, 1.0057], [-2.4923, 0.4482, 0.0809], [-1.4253, -1.3930, -0.8997], [-6.6867, 0.4704, 1.3312]]}